(1)
An isolated molecule of C3H4N2S in a non-equilibrium geometry. Source: OMol25; level of theory: ωB97M-V/def2-TZVPD.

Its SMILES is [H]/N=C(\C#C)NS. The value obtained for the total energy is -624.28483 a.u. Its frontier orbital gap is 9.12 eV. The spin multiplicity is 1.

Cartesian coordinates (Å):
H (-0.456, 2.037, -0.274)
N (0.367, 1.593, -0.055)
H (-3.335, -1.054, 0.133)
H (2.479, 0.799, 0.758)
C (0.080, 0.392, -0.084)
N (1.023, -0.640, -0.101)
C (-2.311, -0.834, 0.012)
S (2.731, -0.468, -0.013)
H (0.639, -1.496, -0.430)
C (-1.218, -0.328, 0.054)

Here are the Löwdin charges for atoms 1 to 2, given in e: atom 1 (H): 0.029, atom 2 (N): 0.142

(2)
A cluster of 3 separate species, C9H17N2O11S2 in total in a non-equilibrium geometry. Source: OMol25; level of theory: ωB97M-V/def2-TZVPD.

The value obtained for the total energy is -2086.61541 a.u. The net charge is -1. Its frontier orbital gap is 4.80 eV. The spin multiplicity is 1.

Cartesian coordinates (Å):
O (0.921, -0.275, -1.752)
O (-0.496, 0.376, 0.149)
H (-1.754, 1.932, 0.703)
H (-2.436, 7.637, -2.382)
H (3.557, -1.955, 3.167)
H (-1.420, 6.243, -1.951)
S (-3.803, 4.577, -1.779)
H (-1.899, 5.825, -4.301)
C (0.282, -4.364, 2.529)
O (-3.392, 6.078, -1.393)
H (1.639, -3.999, 0.251)
O (4.089, -4.480, 0.288)
C (0.441, -3.108, 1.645)
O (-0.224, -5.391, 2.002)
O (-1.473, 0.164, -2.051)
C (-2.402, 6.554, -2.314)
H (-0.565, 2.301, -0.567)
H (5.281, -4.545, 2.833)
C (4.326, -5.019, 2.586)
O (-5.212, 4.508, -1.882)
C (-1.253, 1.545, -0.179)
C (-2.747, 5.876, -3.623)
N (1.684, -3.180, 0.844)
O (-3.164, 4.557, -3.249)
N (2.769, -3.276, 1.778)
H (2.641, -1.177, 1.893)
H (0.491, -2.215, 2.269)
C (3.733, -4.235, 1.420)
H (3.672, -4.946, 3.454)
H (-3.582, 6.371, -4.122)
H (-2.585, 1.891, -1.851)
O (0.644, -4.310, 3.725)
O (-0.766, -1.855, -0.840)
S (-0.337, -0.547, -1.157)
C (3.345, -1.979, 2.093)
H (-3.068, 0.548, -0.808)
H (4.444, -6.061, 2.306)
H (4.273, -1.748, 1.552)
C (-2.222, 1.086, -1.245)
O (-3.062, 3.674, -0.970)
H (-0.371, -3.076, 0.931)

Here are the Löwdin charges for atoms 1 to 2, given in e: atom 1 (O): -0.223, atom 2 (O): -0.185

(3)
A structure of composition C20H46IrO2P4 in a non-equilibrium geometry. Source: OMol25; level of theory: ωB97M-V/def2-TZVPD.

The value obtained for the total energy is -2408.27475 a.u. The net charge is +4. As for the expectation value of S²: 8.79. Its frontier orbital gap (alpha / beta) is 5.69 / 5.05 eV. The spin multiplicity is 6.

Cartesian coordinates (Å):
H (1.837, 3.263, -2.823)
C (-0.280, 3.157, 1.056)
H (-0.448, 4.203, 1.332)
H (-2.187, -4.275, 2.337)
H (2.536, -4.022, 0.177)
H (-0.691, 2.968, 0.058)
H (1.264, -0.929, -2.887)
H (1.342, -1.280, 5.071)
H (-0.918, 1.994, 4.643)
H (1.771, -3.643, 1.983)
H (1.333, 1.746, -0.924)
H (0.404, 3.196, -4.877)
H (-0.633, 3.645, 3.982)
H (3.859, -1.690, 0.063)
C (1.987, -3.040, 2.868)
H (0.600, 0.187, 4.383)
H (1.640, 0.135, 0.679)
C (-1.258, -3.684, 2.277)
H (-0.462, -4.328, 1.887)
C (0.979, 2.587, -2.887)
H (3.249, -0.234, -0.784)
C (3.253, -1.331, -0.781)
H (-1.855, 3.491, -7.909)
P (1.523, -1.942, -0.676)
C (-0.591, 4.915, -6.943)
C (-0.907, 1.663, -4.099)
H (0.761, -4.210, -0.070)
O (-0.836, 0.576, 2.038)
C (0.181, 2.546, -4.033)
H (-3.023, 3.450, 2.326)
Ir (0.277, -0.791, 0.783)
C (0.964, -1.881, -2.421)
H (3.066, -3.093, 3.063)
C (-1.248, 0.887, -2.999)
H (0.350, 4.500, -7.334)
H (-2.957, -3.559, -0.271)
H (-3.321, 1.789, 2.963)
H (1.873, -4.221, -1.457)
H (-0.281, -1.362, 4.345)
C (-1.779, 4.373, -7.255)
C (0.696, 1.766, -1.806)
P (-1.062, 2.073, 2.250)
C (-2.830, 2.379, 2.180)
P (1.486, -1.292, 2.641)
H (-2.480, -1.991, -1.005)
C (3.067, -0.373, 2.756)
H (0.663, 2.404, 3.895)
H (-3.203, -0.499, 1.368)
H (-0.130, -1.977, -2.482)
H (3.726, -0.619, 1.917)
C (-3.002, -1.432, 1.911)
C (-2.124, -2.851, -0.421)
H (3.714, -1.679, -1.720)
H (-0.521, 5.823, -6.325)
C (-0.497, 0.970, -1.783)
H (-3.883, -2.089, 1.839)
H (-0.994, -3.353, 3.291)
C (1.685, -3.769, -0.470)
C (-0.422, 2.575, 3.855)
H (-1.496, 1.587, -5.015)
H (-2.722, 4.813, -6.898)
C (0.708, -0.899, 4.254)
H (-3.195, 2.055, 1.196)
H (-1.322, -3.358, -0.975)
H (1.464, -3.483, 3.726)
P (-1.543, -2.255, 1.194)
H (-2.820, -1.191, 2.967)
H (-2.097, 0.198, -3.018)
H (3.578, -0.625, 3.699)
H (2.865, 0.705, 2.746)
H (0.799, 2.965, 1.023)
O (-0.908, 0.369, -0.696)
H (1.425, -2.707, -2.975)

Here are the Löwdin charges for atoms 1 to 2, given in e: atom 1 (H): 0.142, atom 2 (C): -0.150

(4)
An isolated molecule of C3H4NP in a non-equilibrium geometry. Source: OMol25; level of theory: ωB97M-V/def2-TZVPD.

The value obtained for the total energy is -512.62226 a.u. Its frontier orbital gap (alpha / beta) is 8.34 / 8.81 eV. The spin multiplicity is 1.

Cartesian coordinates (Å):
C (0.255, 0.902, 0.069)
H (0.747, 1.488, 0.849)
N (1.010, -1.410, 0.139)
P (-1.627, 0.479, 0.045)
H (-2.359, -1.894, -0.288)
C (-1.659, -1.136, -0.048)
H (0.284, 1.560, -0.834)
H (2.147, 0.260, 0.125)
C (1.202, -0.248, -0.058)

Here are the Löwdin charges for atoms 1 to 2, given in e: atom 1 (C): -0.425, atom 2 (H): 0.069

(5)
A cluster of 11 separate species, C6H37N2O10 in total in a non-equilibrium geometry. Source: OMol25; level of theory: ωB97M-V/def2-TZVPD.

The value obtained for the total energy is -1112.50973 a.u. The net charge is +1. Its frontier orbital gap is 10.02 eV. The spin multiplicity is 1.

Cartesian coordinates (Å):
H (3.092, 0.191, -1.221)
H (3.021, -1.432, -1.276)
C (-0.331, 3.453, -2.070)
O (-2.117, -2.837, 1.189)
H (-2.693, -1.222, 2.110)
H (-1.139, 0.059, 3.885)
H (-1.018, 4.010, -1.445)
H (0.905, 0.543, -0.772)
H (1.461, 0.229, 4.247)
N (-0.245, 2.009, -1.762)
N (-0.152, 1.010, 1.464)
H (0.684, 3.847, -2.009)
O (2.831, -0.593, -1.711)
C (0.594, -1.210, 2.120)
H (-0.477, 2.844, 0.628)
H (0.018, -0.650, -3.641)
C (0.748, 1.618, -0.718)
H (0.305, -2.983, -2.510)
H (-2.048, -3.781, 1.287)
H (0.769, 1.652, 3.769)
O (-1.992, -0.088, -0.369)
C (0.377, 2.158, 0.652)
H (-0.322, -1.442, 2.684)
H (-3.524, -2.095, -1.733)
O (-2.610, -2.370, -1.539)
O (-0.930, -1.997, -3.702)
O (-3.279, -0.437, 2.028)
H (-2.213, -1.503, -1.199)
H (4.698, 1.594, 0.071)
H (-1.538, -2.303, -2.975)
H (1.798, 0.310, 1.356)
H (0.268, -1.557, 1.139)
H (1.181, 2.628, 1.228)
H (1.416, -0.105, -3.211)
H (1.419, -1.802, 2.502)
H (2.387, 1.453, 3.313)
O (-1.550, 0.910, 4.079)
H (4.969, 0.285, 0.943)
H (-1.116, 1.547, -1.472)
H (0.078, 1.388, -2.604)
H (-0.828, 1.350, 2.141)
O (4.354, 0.749, 0.368)
H (-2.459, 0.665, 3.847)
C (0.992, 0.248, 2.093)
H (-2.328, -2.629, 0.263)
H (-1.063, -2.227, -4.620)
H (1.709, 2.027, -1.063)
O (1.029, -3.530, -2.149)
H (-1.269, 0.168, 0.270)
H (1.637, -3.791, -2.838)
H (-2.745, -0.188, 0.248)
C (1.451, 0.894, 3.370)
O (0.507, 0.192, -3.407)
H (-0.588, 3.602, -3.111)
H (-4.125, -0.860, 1.832)

Here are the Löwdin charges for atoms 1 to 2, given in e: atom 1 (H): -0.004, atom 2 (H): 0.059

(6)
An isolated molecule of C5H8O. Source: OMol25; level of theory: ωB97M-V/def2-TZVPD.

The value obtained for the total energy is -270.37782 a.u. Its frontier orbital gap (alpha / beta) is 7.56 / 7.67 eV. The spin multiplicity is 1.

Cartesian coordinates (Å):
H (-0.158, -3.152, 2.088)
H (0.613, 3.297, -1.117)
O (-0.405, 1.556, -1.288)
H (0.864, 2.165, 0.238)
C (-0.368, 0.197, -0.928)
C (-0.655, -2.215, 1.843)
C (-0.123, -1.425, 0.891)
H (-1.271, -0.259, -1.382)
H (0.503, -0.297, -1.411)
C (0.741, 2.245, -0.852)
C (-0.564, -0.107, 0.502)
H (-1.593, -2.018, 2.355)
H (1.657, 1.869, -1.338)
H (0.757, -1.856, 0.399)

Here are the Löwdin charges for atoms 1 to 2, given in e: atom 1 (H): 0.060, atom 2 (H): 0.088

(7)
An isolated molecule of C4H9P3 in a non-equilibrium geometry. Source: OMol25; level of theory: ωB97M-V/def2-TZVPD.

Its SMILES is C#P=P(C)=P(=C)C. The value obtained for the total energy is -1181.68172 a.u. Its frontier orbital gap (alpha / beta) is 7.51 / 6.85 eV. The spin multiplicity is 1.

Cartesian coordinates (Å):
H (-2.454, -2.515, -0.633)
H (2.697, 1.051, 1.900)
H (-0.950, -3.146, -0.757)
H (1.861, 1.450, -0.996)
P (-2.189, 0.699, 0.144)
H (0.775, 1.500, 1.927)
H (0.998, 0.344, -2.034)
H (-1.472, 2.863, -0.917)
C (-1.416, -2.189, -0.745)
H (1.521, -0.014, 2.701)
C (1.567, 0.700, 1.807)
H (-1.171, -1.741, -1.801)
C (1.253, 0.624, -1.054)
P (-0.923, -1.056, 0.604)
P (1.231, -0.481, 0.322)
C (-1.328, 1.910, -0.468)

Here are the Löwdin charges for atoms 1 to 2, given in e: atom 1 (H): 0.021, atom 2 (H): 0.067

Which value of total energy does entry 7 give?
-1181.68172 a.u.

Number 2 is which compound?
C9H17N2O11S2